(1)
This record from the OMol25 dataset describes 2 unconnected molecules or ions with the total composition C2H3BrO2P. The level of theory is the ωB97M-V functional and the def2-TZVPD basis.

Cartesian coordinates (Å):
C: 1.27 1.49 0.70
C: 0.05 1.01 0.94
O: -0.31 -1.50 -2.31
O: -2.58 -1.31 -1.30
P: -1.15 -1.37 -1.16
Br: -0.39 -2.99 0.25
H: 1.88 2.37 1.08
H: 2.02 0.85 0.31
H: -0.78 1.45 1.47

Calculated values
E_HOMO (alpha / beta) = -5.45 / -3.22 eV
LUMO energy (alpha / beta) = 3.29 / 3.00 eV
Energy relative to the best compared isomer or geometry (same formula, charge and spin) = 3.841 eV
Net charge = -1

Löwdin atomic charge list, values in e, 8 entries: number 1, C, carries -0.18; number 2, C, carries -0.04; number 3, O, carries -0.47; number 4, O, carries -0.45; number 5, P, carries 0.01; number 6, Br, carries 0.10; number 7, H, carries 0.04; number 8, H, carries 0.00

(2)
This record from the OMol25 dataset describes a molecular structure, C53H49BF14Ge2N6O5PSn. The level of theory is the ωB97M-V functional and the def2-TZVPD basis.

Cartesian coordinates (Å):
Sn: 0.28 0.27 -1.23
C: 0.59 2.81 5.13
C: 0.24 2.20 3.78
Ge: -0.19 0.27 3.90
C: -2.11 -0.21 4.15
C: -2.77 0.52 5.31
C: 1.06 -0.89 4.84
C: 1.76 -1.86 4.22
Ge: 1.51 -2.00 2.24
C: 0.38 -3.49 1.54
C: 1.10 -4.81 1.29
C: 2.96 -1.18 1.14
C: 4.29 -1.91 1.29
C: 2.69 -2.79 4.87
C: 3.03 -2.69 6.23
C: 3.90 -3.59 6.80
C: 4.46 -4.62 6.05
C: 4.15 -4.72 4.70
C: 3.28 -3.82 4.13
H: 0.89 3.85 4.98
H: 1.43 2.29 5.60
H: -0.25 2.79 5.82
H: 1.07 2.29 3.08
H: -0.63 2.68 3.33
H: -2.16 -1.29 4.30
H: -2.59 0.02 3.20
H: -2.31 0.25 6.26
H: -3.83 0.25 5.37
H: -2.71 1.61 5.20
H: 1.15 -0.77 5.92
H: -0.01 -3.08 0.61
H: -0.44 -3.61 2.25
H: 1.93 -4.69 0.60
H: 0.40 -5.53 0.86
H: 1.48 -5.25 2.22
H: 3.05 -0.14 1.46
H: 2.60 -1.20 0.11
H: 4.58 -2.00 2.34
H: 5.08 -1.36 0.77
H: 4.25 -2.92 0.86
H: 2.61 -1.90 6.84
H: 4.15 -3.50 7.85
H: 5.14 -5.32 6.51
H: 4.59 -5.51 4.10
H: 3.03 -3.91 3.07
N: 7.34 -3.06 -9.01
C: 6.77 -2.62 -8.11
C: 6.07 -2.04 -7.01
C: 6.77 -1.41 -5.99
C: 6.10 -0.84 -4.93
C: 4.71 -0.88 -4.90
C: 4.00 -1.52 -5.90
C: 4.67 -2.11 -6.96
N: 4.01 -0.26 -3.83
C: 4.42 0.85 -3.12
C: 3.46 1.10 -2.20
N: 2.46 0.16 -2.33
C: 2.82 -0.63 -3.32
H: 7.85 -1.38 -6.03
H: 6.65 -0.37 -4.13
H: 2.91 -1.57 -5.87
H: 4.13 -2.61 -7.74
H: 5.33 1.38 -3.35
H: 3.39 1.89 -1.47
H: 2.26 -1.48 -3.68
F: 1.51 3.82 0.91
B: 1.02 2.73 0.25
F: -0.33 2.45 0.59
F: 1.09 2.84 -1.16
F: 1.78 1.54 0.59
O: -0.53 -0.39 1.23
N: 0.14 -0.61 2.20
F: -5.46 -0.21 -7.41
C: -6.09 0.47 -6.45
F: -7.19 -0.24 -6.12
F: -6.52 1.63 -6.98
C: -5.22 0.71 -5.25
C: -5.67 1.59 -4.27
C: -4.90 1.80 -3.14
C: -3.69 1.13 -2.98
C: -3.25 0.25 -3.97
C: -4.02 0.04 -5.11
P: -2.63 1.43 -1.52
C: -3.77 1.26 -0.10
C: -4.92 0.49 -0.18
C: -5.75 0.36 0.93
C: -5.43 1.01 2.11
C: -4.26 1.75 2.21
C: -3.41 1.85 1.12
C: -6.31 0.88 3.32
F: -6.41 2.05 3.98
F: -7.54 0.47 3.01
F: -5.79 -0.02 4.20
C: -2.36 3.23 -1.73
C: -2.90 4.24 -0.95
C: -2.59 5.57 -1.21
C: -1.73 5.88 -2.25
C: -1.19 4.89 -3.05
C: -1.51 3.57 -2.79
C: -1.43 7.33 -2.51
F: -1.13 7.99 -1.38
F: -2.50 7.95 -3.06
F: -0.40 7.50 -3.36
H: -6.60 2.12 -4.41
H: -5.24 2.49 -2.38
H: -2.31 -0.27 -3.85
H: -3.69 -0.64 -5.88
H: -5.19 -0.01 -1.10
H: -6.65 -0.24 0.87
H: -4.02 2.25 3.14
H: -2.48 2.39 1.20
H: -3.58 4.02 -0.14
H: -3.01 6.36 -0.60
H: -0.53 5.14 -3.87
H: -1.08 2.78 -3.40
F: -4.06 -3.39 -5.54
C: -2.73 -3.31 -5.56
C: -2.02 -3.51 -4.45
N: -0.64 -3.44 -4.44
C: 0.09 -3.56 -3.19
C: 0.09 -2.24 -2.42
O: -0.48 -1.25 -2.95
O: 0.68 -2.19 -1.32
C: 0.07 -3.01 -5.54
O: 1.26 -2.77 -5.50
N: -0.69 -2.87 -6.68
C: -2.08 -2.97 -6.83
O: -2.62 -2.77 -7.88
H: -2.50 -3.74 -3.51
H: 1.12 -3.82 -3.43
H: -0.34 -4.34 -2.57
H: -0.18 -2.61 -7.51

Calculated values
E_HOMO (alpha / beta) = -10.75 / -10.75 eV
LUMO energy (alpha / beta) = -5.22 / -5.22 eV
Energy relative to the best compared isomer or geometry (same formula, charge and spin) = 0.258 eV
Net charge = +1

Löwdin atomic charge list, values in e, 8 entries: number 1, Sn, carries 1.58; number 2, C, carries -0.15; number 3, C, carries -0.30; number 4, Ge, carries 1.01; number 5, C, carries -0.30; number 6, C, carries -0.15; number 7, C, carries -0.16; number 8, C, carries -0.29

(3)
This record from the OMol25 dataset describes C15H30O3S in the gas phase. The level of theory is the ωB97M-V functional and the def2-TZVPD basis.

Cartesian coordinates (Å):
C: -3.29 -0.90 1.87
C: -3.45 -2.39 1.57
C: -2.16 -3.03 1.05
C: -1.18 -3.42 2.16
C: 0.29 -3.30 1.77
C: 0.71 -1.86 1.43
C: 2.22 -1.62 1.56
C: 2.61 -0.15 1.51
C: 2.24 0.54 0.19
C: 2.37 2.06 0.27
C: 2.03 2.83 -1.00
C: 0.64 2.52 -1.58
C: 0.08 3.71 -2.37
C: -1.16 3.33 -3.18
O: -1.78 2.15 -2.62
S: -1.00 0.80 -2.91
O: -1.49 -0.13 -1.94
O: -1.06 0.51 -4.31
C: 0.66 1.29 -2.48
H: -2.70 -0.73 2.77
H: -4.26 -0.42 2.03
H: -2.79 -0.39 1.05
H: -3.75 -2.91 2.48
H: -4.26 -2.54 0.85
H: -1.67 -2.33 0.36
H: -2.39 -3.91 0.45
H: -1.38 -4.45 2.48
H: -1.36 -2.79 3.05
H: 0.92 -3.66 2.60
H: 0.50 -3.95 0.92
H: 0.17 -1.16 2.08
H: 0.40 -1.63 0.41
H: 2.56 -2.04 2.51
H: 2.74 -2.17 0.77
H: 2.12 0.39 2.33
H: 3.69 -0.05 1.67
H: 2.88 0.16 -0.61
H: 1.21 0.27 -0.06
H: 1.72 2.42 1.08
H: 3.39 2.31 0.57
H: 2.06 3.90 -0.76
H: 2.79 2.67 -1.77
H: -0.03 2.31 -0.75
H: -0.15 4.52 -1.67
H: 0.86 4.09 -3.05
H: -1.94 4.09 -3.13
H: -0.94 3.13 -4.23
H: 1.10 0.41 -2.00
H: 1.20 1.48 -3.42

Calculated values
E_HOMO = -10.65 eV
LUMO energy = 0.72 eV
SMILES string = CCCCCCCCCCC[C@H]1CCOS(=O)(=O)C1

Löwdin atomic charge list, values in e, 8 entries: number 1, C, carries -0.11; number 2, C, carries -0.27; number 3, C, carries -0.22; number 4, C, carries -0.22; number 5, C, carries -0.21; number 6, C, carries -0.22; number 7, C, carries -0.22; number 8, C, carries -0.21

(4)
This record from the OMol25 dataset describes a molecular structure, C21H29AsN3O4RuS2Si2. The level of theory is the ωB97M-V functional and the def2-TZVPD basis.

Cartesian coordinates (Å):
Ru: 0.51 -0.24 -1.18
O: 3.54 -0.77 1.93
C: 2.73 -0.86 1.01
O: 2.17 0.11 0.39
C: 2.35 -2.23 0.49
C: 2.87 -3.42 0.95
C: 2.45 -4.61 0.37
C: 1.51 -4.58 -0.65
C: 1.03 -3.34 -1.05
N: 1.45 -2.22 -0.49
C: -0.03 -3.13 -2.13
O: -0.52 -4.09 -2.69
O: -0.31 -1.89 -2.33
H: 3.60 -3.39 1.75
H: 2.84 -5.56 0.71
H: 1.13 -5.47 -1.14
C: -2.81 -0.35 -3.31
C: -2.04 0.91 -3.22
N: -0.79 1.02 -2.89
C: -0.37 2.33 -2.89
C: -1.32 3.24 -3.21
S: -2.79 2.43 -3.55
C: 1.04 2.60 -2.58
C: 1.69 3.77 -2.78
S: 3.34 3.58 -2.37
C: 3.06 1.95 -1.94
N: 1.81 1.57 -2.09
C: 4.19 1.09 -1.50
H: -2.17 -1.19 -3.04
H: -3.18 -0.50 -4.33
H: -3.68 -0.32 -2.65
H: -1.23 4.31 -3.27
H: 1.31 4.69 -3.17
H: 5.12 1.64 -1.55
H: 4.26 0.21 -2.15
H: 4.02 0.76 -0.48
C: -4.18 -0.63 1.43
Si: -2.39 -1.16 1.58
C: -1.91 -1.33 3.39
C: -2.10 -2.77 0.68
As: -1.06 0.49 0.54
Si: -0.19 2.02 2.11
C: 0.93 1.26 3.41
C: -1.67 2.83 2.93
C: 0.74 3.27 1.06
H: -4.84 -1.35 1.92
H: -4.48 -0.55 0.39
H: -4.35 0.34 1.90
H: -2.54 -2.09 3.85
H: -2.06 -0.40 3.94
H: -0.87 -1.63 3.50
H: -2.83 -3.51 0.99
H: -1.11 -3.17 0.90
H: -2.17 -2.64 -0.40
H: 0.39 0.57 4.05
H: 1.30 2.08 4.03
H: 1.79 0.76 2.97
H: -2.26 2.11 3.50
H: -2.34 3.27 2.18
H: -1.35 3.62 3.61
H: 1.62 2.79 0.63
H: 1.07 4.12 1.67
H: 0.11 3.65 0.26

Calculated values
2S+1 = 6
E_HOMO (alpha / beta) = -7.34 / -8.04 eV
LUMO energy (alpha / beta) = 0.10 / -1.27 eV

Löwdin atomic charge list, values in e, 8 entries: number 1, Ru, carries 1.14; number 2, O, carries 0.04; number 3, C, carries -0.64; number 4, O, carries -0.22; number 5, C, carries -0.17; number 6, C, carries 0.02; number 7, C, carries -0.03; number 8, C, carries 0.01

(5)
This record from the OMol25 dataset describes 11 unconnected molecules or ions with the total composition C66H55N11O22. The level of theory is the ωB97M-V functional and the def2-TZVPD basis.

Cartesian coordinates (Å):
O: -1.76 3.72 5.03
N: -1.80 3.48 3.84
O: -0.89 3.70 3.07
C: -3.03 2.92 3.28
C: -4.21 3.17 3.97
C: -5.40 2.75 3.43
C: -5.42 2.00 2.25
C: -4.24 1.82 1.53
C: -3.05 2.24 2.08
H: -4.25 3.72 4.90
H: -6.35 3.01 3.90
H: -6.34 1.59 1.87
H: -4.25 1.28 0.60
H: -2.10 2.03 1.60
O: -0.18 2.65 -0.10
N: -0.21 1.84 -1.00
O: -0.77 2.03 -2.05
C: 0.36 0.52 -0.73
C: 1.26 0.40 0.31
C: 1.78 -0.82 0.68
C: 1.52 -1.91 -0.15
C: 0.51 -1.83 -1.10
C: -0.08 -0.61 -1.40
H: 1.55 1.28 0.88
H: 2.49 -0.93 1.49
H: 2.05 -2.83 0.08
H: 0.25 -2.73 -1.64
H: -0.77 -0.60 -2.23
O: 6.66 -6.70 -0.24
N: 6.18 -7.82 -0.31
O: 6.76 -8.79 -0.76
C: 4.80 -7.95 0.16
C: 4.41 -9.19 0.64
C: 3.11 -9.30 1.12
C: 2.31 -8.19 1.33
C: 2.76 -6.97 0.83
C: 3.92 -6.89 0.07
H: 5.17 -9.96 0.57
H: 2.84 -10.26 1.54
H: 1.27 -8.23 1.62
H: 2.16 -6.06 0.85
H: 4.13 -6.00 -0.51
O: -3.77 4.51 -2.61
N: -3.02 4.60 -1.65
O: -2.80 3.69 -0.89
C: -2.45 5.91 -1.34
C: -2.84 7.01 -2.09
C: -2.63 8.28 -1.58
C: -1.90 8.44 -0.40
C: -1.52 7.33 0.34
C: -1.75 6.06 -0.16
H: -3.42 6.92 -3.00
H: -2.99 9.10 -2.17
H: -1.70 9.46 -0.10
H: -1.07 7.48 1.32
H: -1.39 5.20 0.39
O: -7.54 0.79 -6.47
N: -6.44 1.28 -6.35
O: -5.95 2.06 -7.13
C: -5.64 0.88 -5.21
C: -6.02 -0.13 -4.34
C: -5.31 -0.33 -3.17
C: -4.29 0.53 -2.79
C: -3.94 1.57 -3.64
C: -4.59 1.70 -4.85
H: -6.83 -0.80 -4.61
H: -5.62 -1.18 -2.59
H: -3.79 0.40 -1.84
H: -3.18 2.27 -3.30
H: -4.35 2.54 -5.49
O: 0.53 -5.40 -1.44
N: -0.35 -5.91 -0.77
O: -1.02 -5.33 0.05
C: -0.64 -7.34 -1.00
C: 0.33 -8.20 -1.48
C: -0.02 -9.50 -1.80
C: -1.32 -9.92 -1.55
C: -2.29 -9.07 -1.02
C: -1.93 -7.76 -0.75
H: 1.26 -7.78 -1.82
H: 0.60 -10.12 -2.43
H: -1.52 -10.94 -1.87
H: -3.29 -9.45 -0.89
H: -2.65 -7.04 -0.38
O: 5.28 4.14 -0.19
N: 4.13 4.04 -0.53
O: 3.57 2.98 -0.77
C: 3.35 5.27 -0.71
C: 3.90 6.48 -0.36
C: 3.16 7.63 -0.58
C: 1.85 7.56 -1.05
C: 1.32 6.34 -1.41
C: 2.05 5.19 -1.18
H: 4.92 6.56 0.00
H: 3.63 8.57 -0.35
H: 1.33 8.49 -1.26
H: 0.36 6.18 -1.89
H: 1.57 4.24 -1.38
O: -2.25 -2.69 -2.27
N: -3.42 -2.98 -2.13
O: -4.19 -3.17 -3.04
C: -3.94 -3.01 -0.76
C: -3.19 -2.58 0.32
C: -3.69 -2.73 1.60
C: -4.99 -3.20 1.77
C: -5.75 -3.59 0.68
C: -5.25 -3.47 -0.61
H: -2.16 -2.26 0.22
H: -3.06 -2.46 2.44
H: -5.35 -3.42 2.77
H: -6.67 -4.11 0.89
H: -5.70 -3.93 -1.48
O: 1.17 8.77 -5.87
N: 0.38 8.05 -5.29
O: -0.68 8.41 -4.84
C: 0.76 6.64 -5.21
C: 2.08 6.24 -5.34
C: 2.41 4.91 -5.20
C: 1.43 3.95 -4.96
C: 0.13 4.39 -4.75
C: -0.22 5.72 -4.93
H: 2.77 7.01 -5.64
H: 3.43 4.60 -5.36
H: 1.61 2.91 -4.72
H: -0.64 3.66 -4.52
H: -1.25 6.05 -4.91
O: 0.76 2.44 7.75
N: 1.85 1.92 7.54
O: 2.53 1.39 8.39
C: 2.38 1.97 6.20
C: 3.51 1.25 5.87
C: 3.93 1.18 4.55
C: 3.30 1.95 3.59
C: 2.21 2.75 3.93
C: 1.80 2.78 5.25
H: 4.09 0.74 6.63
H: 4.73 0.49 4.32
H: 3.63 1.91 2.56
H: 1.77 3.36 3.16
H: 0.96 3.43 5.44
O: 3.85 -5.01 6.88
N: 4.93 -4.59 6.51
O: 5.84 -4.27 7.25
C: 5.17 -4.50 5.07
C: 4.09 -4.39 4.23
C: 4.30 -4.30 2.86
C: 5.60 -4.29 2.38
C: 6.68 -4.47 3.23
C: 6.47 -4.50 4.59
H: 3.06 -4.31 4.58
H: 3.50 -4.28 2.13
H: 5.82 -4.33 1.31
H: 7.69 -4.50 2.85
H: 7.29 -4.51 5.29

Calculated values
E_HOMO = -9.74 eV
LUMO energy = -1.01 eV
Energy relative to the best compared isomer or geometry (same formula, charge and spin) = 1.001 eV
SMILES string = O=[N+]([O-])c1ccccc1.O=[N+]([O-])c1ccccc1.O=[N+]([O-])c1ccccc1.O=[N+]([O-])c1ccccc1.O=[N+]([O-])c1ccccc1.O=[N+]([O-])c1ccccc1.O=[N+]([O-])c1ccccc1.O=[N+]([O-])c1ccccc1.O=[N+]([O-])c1ccccc1.O=[N+]([O-])c1ccccc1.O=[N+]([O-])c1ccccc1

Löwdin atomic charge list, values in e, 8 entries: number 1, O, carries 0.10; number 2, N, carries -0.35; number 3, O, carries 0.07; number 4, C, carries -0.14; number 5, C, carries -0.01; number 6, C, carries -0.07; number 7, C, carries -0.06; number 8, C, carries -0.06

(6)
This record from the OMol25 dataset describes C12H13N3OS2 in the gas phase. The level of theory is the ωB97M-V functional and the def2-TZVPD basis.

Cartesian coordinates (Å):
N: -0.93 -2.67 0.84
N: -1.67 -1.65 0.19
C: -3.00 -1.69 0.16
O: -3.65 -2.56 0.70
C: -3.71 -0.59 -0.63
S: -2.72 0.80 -1.24
C: -2.14 1.54 0.35
C: -0.66 1.62 0.34
N: 0.12 0.62 0.17
C: 1.44 0.96 0.16
C: 2.47 -0.05 -0.03
C: 3.79 0.30 -0.31
C: 4.75 -0.68 -0.49
C: 4.41 -2.02 -0.40
C: 3.10 -2.38 -0.14
C: 2.13 -1.41 0.05
C: 1.65 2.30 0.36
S: 0.17 3.15 0.53
H: -1.49 -3.52 0.78
H: -0.84 -2.45 1.83
H: -1.09 -0.89 -0.17
H: -4.54 -0.21 -0.03
H: -4.13 -1.05 -1.53
H: -2.57 2.54 0.44
H: -2.50 0.91 1.15
H: 4.06 1.34 -0.39
H: 5.77 -0.39 -0.70
H: 5.16 -2.78 -0.55
H: 2.82 -3.42 -0.07
H: 1.12 -1.70 0.26
H: 2.57 2.84 0.42

Calculated values
E_HOMO = -8.51 eV
LUMO energy = 0.42 eV
Energy relative to the best compared isomer or geometry (same formula, charge and spin) = 0.200 eV
SMILES string = NNC(=O)CSCc1nc(-c2ccccc2)cs1

Löwdin atomic charge list, values in e, 8 entries: number 1, N, carries 0.05; number 2, N, carries -0.03; number 3, C, carries -0.57; number 4, O, carries 0.04; number 5, C, carries -0.39; number 6, S, carries 0.89; number 7, C, carries -0.44; number 8, C, carries -0.66

Number 1: electronic energy -85548.669 eV. Number 2: electronic energy -241810.498 eV. Number 3: electronic energy -33019.639 eV. Number 4: electronic energy -135757.187 eV. Number 5: electronic energy -130739.308 eV. Number 6: electronic energy -40843.263 eV.